(1)
Density functional theory data (ωB97M-V/def2-TZVPD) for C6H5NO in the gas phase in a non-equilibrium geometry.

Results
Gap between HOMO and LUMO ... 8.530 eV
SMILES string ... C=C1C=C(C#N)CO1
Total energy ... -361.5020 Ha
Energy relative to the best compared isomer or geometry (same formula, charge and spin) ... 215.9 kJ/mol
Max |F| ... 8.362 eV/Å

```
! wB97M-V def2-TZVPD RIJCOSX def2/J DEFGRID3
* xyz 0 1
C -0.126 1.939 2.100
C -0.062 0.986 1.170
C 0.297 -1.118 0.342
C -0.016 -0.189 -0.770
C -0.059 1.030 -0.300
C -0.234 -0.764 -2.024
H -0.241 3.155 1.898
H 0.166 1.728 3.083
H -0.610 -1.729 0.418
H 1.319 -1.775 0.484
H -0.639 1.828 -0.735
N -0.279 -1.699 -2.814
O 0.394 -0.328 1.431
*
```

***

(2)
Density functional theory data (ωB97M-V/def2-TZVPD) for a molecular structure, C35H94BaN16O18Zr in a non-equilibrium geometry.

Results
Gap between HOMO and LUMO ... 1.627 eV
Total energy ... -3691.7452 Ha
Max |F| ... 7.919 eV/Å

```
! wB97M-V def2-TZVPD RIJCOSX def2/J DEFGRID3
* xyz 4 1
Ba -1.245 1.528 3.504
Zr 0.253 1.912 -5.867
C 0.479 -0.839 -0.514
C 0.556 -0.422 -1.828
C -0.064 0.874 -2.318
O -0.093 1.312 -3.558
C -0.737 1.692 -1.449
C -0.861 1.312 -0.043
C -0.238 -0.069 0.445
O -0.435 -0.323 1.608
O -1.386 2.058 0.770
O 1.334 -1.109 -2.563
H 1.030 -1.707 -0.179
H -1.228 2.575 -1.826
C 2.204 -4.908 -3.498
O 3.073 -4.310 -4.114
N 1.276 -4.253 -2.705
N 1.979 -6.235 -3.448
H 1.399 -3.254 -2.606
H 0.681 -4.828 -2.144
H 2.436 -6.850 -4.104
H 1.272 -6.704 -2.916
C 5.067 -2.108 0.091
O 5.278 -1.201 0.906
N 5.824 -3.216 0.021
N 3.900 -2.214 -0.592
H 5.657 -3.951 -0.642
H 6.679 -3.222 0.553
H 3.434 -1.319 -0.619
H 3.854 -2.864 -1.360
C -3.733 4.208 2.402
O -3.597 3.192 3.098
N -3.248 4.299 1.133
N -4.251 5.368 2.840
H -3.579 5.036 0.536
H -2.780 3.512 0.718
H -4.424 6.051 2.127
H -4.657 5.467 3.755
C 0.361 5.596 -2.231
O 1.058 5.310 -3.225
N 0.320 4.841 -1.106
N -0.311 6.754 -2.131
H 0.783 3.948 -1.083
H -0.496 4.927 -0.521
H -0.414 7.310 -2.966
H -0.830 7.049 -1.323
C -1.497 -1.959 -5.055
O -0.943 -0.880 -5.308
N -2.312 -2.685 -5.840
N -1.108 -2.613 -3.936
H -2.579 -2.266 -6.713
H -2.553 -3.587 -5.476
H -0.327 -2.224 -3.433
H -1.355 -3.568 -3.755
C 1.841 3.904 1.969
C 2.164 2.514 1.513
C 3.675 2.267 1.272
O 4.145 2.935 0.110
C 5.483 2.548 -0.189
N 1.652 1.571 2.523
H 2.487 4.299 2.758
H 0.825 4.058 2.344
H 1.987 4.699 1.233
H 1.633 2.342 0.570
H 3.762 1.181 1.147
H 4.279 2.456 2.164
H 5.555 1.534 -0.582
H 6.195 2.753 0.610
H 5.864 3.136 -1.027
H 1.733 0.571 2.375
H 2.259 1.670 3.336
C 2.596 -3.642 2.593
C 2.754 -2.427 3.536
C 3.945 -2.508 4.462
O 3.610 -3.498 5.429
C 4.752 -3.907 6.139
N 2.883 -1.228 2.686
H 3.583 -3.867 2.186
H 1.878 -3.478 1.788
H 2.230 -4.502 3.157
H 1.898 -2.336 4.209
H 4.269 -1.591 4.962
H 4.813 -2.752 3.835
H 4.964 -3.203 6.949
H 5.641 -4.040 5.515
H 4.613 -4.883 6.605
H 3.743 -1.236 2.137
H 2.064 -1.274 2.090
C -3.606 1.007 7.713
C -2.633 0.823 6.505
C -2.235 -0.608 6.219
O -1.518 -0.690 5.010
C -1.024 -2.002 4.697
N -3.317 1.349 5.323
H -4.684 0.981 7.551
H -3.465 2.031 8.069
H -3.414 0.376 8.582
H -1.683 1.329 6.706
H -3.154 -1.206 6.195
H -1.652 -1.033 7.041
H -1.917 -2.630 4.704
H -0.286 -2.322 5.432
H -0.588 -2.044 3.701
H -3.601 2.295 5.563
H -4.176 0.843 5.122
C -3.869 -1.909 1.539
C -4.563 -0.977 2.527
C -4.973 -1.457 3.902
O -5.540 -0.349 4.601
C -6.949 -0.247 4.359
N -3.641 0.176 2.591
H -4.644 -2.544 1.095
H -3.092 -2.500 2.022
H -3.543 -1.425 0.616
H -5.475 -0.678 1.996
H -4.101 -1.822 4.447
H -5.675 -2.290 3.858
H -7.319 0.673 4.809
H -7.470 -1.087 4.820
H -7.212 -0.182 3.302
H -4.047 0.901 3.180
H -3.663 0.628 1.681
C -4.518 1.016 -1.103
C -3.868 0.366 -2.363
C -4.985 -0.326 -3.141
O -5.616 -1.278 -2.293
C -6.475 -2.075 -3.062
N -3.368 1.483 -3.156
H -4.904 0.201 -0.484
H -5.361 1.666 -1.341
H -3.843 1.568 -0.436
H -3.084 -0.334 -2.072
H -4.512 -0.827 -3.992
H -5.653 0.454 -3.519
H -5.862 -2.721 -3.705
H -7.127 -1.487 -3.713
H -7.086 -2.775 -2.495
H -2.675 1.916 -2.563
H -4.153 2.122 -3.241
C 5.930 0.042 -3.302
C 4.845 -0.084 -4.394
C 4.636 -1.555 -4.775
O 5.838 -2.143 -5.180
C 6.150 -1.956 -6.553
N 3.586 0.453 -3.840
H 6.503 0.942 -3.531
H 6.634 -0.787 -3.376
H 5.537 0.075 -2.288
H 5.153 0.422 -5.312
H 3.846 -1.620 -5.531
H 4.196 -2.036 -3.896
H 7.002 -2.563 -6.853
H 6.421 -0.898 -6.606
H 5.359 -2.253 -7.245
H 3.259 -0.201 -3.130
H 3.764 1.300 -3.307
O -1.952 1.657 -5.864
H -2.498 1.237 -6.548
H -2.557 1.778 -5.086
O 1.994 2.807 -4.848
H 2.873 2.938 -5.245
H 2.094 3.087 -3.919
O -0.459 3.865 -4.966
H -1.276 4.181 -4.555
H 0.260 4.429 -4.564
*
```

***

(3)
Density functional theory data (ωB97M-V/def2-TZVPD) for C3H7N3 in the gas phase in a non-equilibrium geometry.

Results
Gap between HOMO and LUMO ... 10.111 eV
SMILES string ... C=N/N=C\CN
Total energy ... -282.6379 Ha
Energy relative to the best compared isomer or geometry (same formula, charge and spin) ... 358.1 kJ/mol
Max |F| ... 7.734 eV/Å

```
! wB97M-V def2-TZVPD RIJCOSX def2/J DEFGRID3
* xyz 0 1
C -1.097 0.406 0.421
C 0.190 -0.551 0.780
C 1.451 0.932 -1.564
H -2.054 -1.256 1.415
H -3.025 0.044 0.864
H -0.910 1.425 0.688
H -1.166 0.179 -0.633
H 0.387 -0.885 1.783
H 1.229 1.248 -2.566
H 1.878 1.693 -0.865
N -2.075 -0.135 1.330
N 1.285 -0.649 0.073
N 0.846 -0.240 -1.189
*
```

***

(4)
Density functional theory data (ωB97M-V/def2-TZVPD) for 2 unconnected molecules or ions with the total composition C3H4Cl2Si in a non-equilibrium geometry.

Results
Gap between HOMO and LUMO (alpha / beta) ... 8.068 / 6.904 eV
Total energy ... -1326.4321 Ha
Energy relative to the best compared isomer or geometry (same formula, charge and spin) ... 488.5 kJ/mol
Max |F| ... 3.804 eV/Å

```
! wB97M-V def2-TZVPD RIJCOSX def2/J DEFGRID3
* xyz 0 1
C 1.580 -0.680 1.058
C 0.805 -0.102 0.266
C 2.183 0.246 -0.055
Si -2.382 0.198 -0.539
Cl -3.287 -1.501 0.061
Cl -3.125 1.891 0.208
H 1.615 -1.614 1.588
H 2.632 1.262 0.327
H 2.491 -0.248 -0.971
H -2.513 0.549 -1.943
*
```